The following is a DFT calculation (ωB97M-V/def2-TZVPD) of the ion C11H11O3 with charge -1 at a distorted geometry.

Summary:
* energy above the lowest of the compared OMol25 structures with the same formula, charge and spin: 0.0 kJ/mol
* E_LUMO: 3.43 eV
* maximum force: 4.21 eV/Å
* gap between HOMO and LUMO: 0.269 hartree
* 2S+1: 1
* E_HOMO: -0.143 Ha
* total charge: -1

XYZ file:
```
25
Properties=species:S:1:pos:R:3:forces:R:3
C -0.628 1.076 -1.215 -1.2 2.5 -0.9
C -0.045 0.117 -0.216 -1.5 -0.2 1.6
C -0.994 -1.002 0.137 -2.6 1.9 0.7
C -2.275 -0.780 0.661 1.9 0.1 -1.2
C -2.812 -2.067 0.962 -2.1 0.3 0.1
C -1.885 -2.958 0.500 -0.3 -2.2 1.7
O -0.782 -2.327 0.034 0.8 -0.2 0.1
C 1.229 -0.408 -0.659 1.8 -1.7 -1.1
C 2.139 0.720 -0.980 3.2 -1.7 2.1
C 2.398 1.676 0.159 -0.3 -1.7 -1.0
O 3.406 2.354 0.136 1.8 1.3 -0.3
C 1.514 1.665 1.199 -1.5 1.3 3.1
C 0.218 1.109 1.224 -0.5 -2.2 -1.2
O -0.738 1.095 2.006 1.3 0.9 -0.3
H -0.094 2.156 -1.061 -1.6 -2.5 -0.5
H -1.790 1.154 -1.098 2.2 0.2 -0.1
H -0.448 0.749 -2.279 -0.1 0.3 0.9
H -2.600 0.263 0.633 -0.5 -0.8 0.8
H -3.868 -2.266 1.420 2.4 0.1 -1.0
H -1.779 -4.066 0.787 -0.1 2.0 -1.0
H 1.300 -1.180 -1.474 -1.1 0.9 -0.1
H 1.608 -1.066 0.106 0.7 0.2 0.9
H 1.866 1.314 -1.745 -1.3 1.7 -3.0
H 3.148 0.341 -1.247 -0.4 0.2 0.1
H 1.914 2.329 2.009 -1.0 -0.6 -0.4
```
Positions in Å, forces in eV/Å.